[1]
Computed, not measured: one molecule with the formula C15H22N6OS at a distorted geometry, with ωB97M-V with the def2-TZVPD basis set.

Computed properties:
Lowest unoccupied orbital energy: 0.584 eV
Relative energy (zero: lowest compared OMol25 entry of this formula, charge and spin): 63.2 kcal/mol
Electronic energy: -1386.68266 Eh

XYZ file:
```
45
Properties=species:S:1:pos:R:3:forces:R:3
S -1.666006 2.588560 1.666506 -0.3 -0.6 -0.5
O 1.130562 1.813064 0.645677 0.5 1.3 -1.0
N -3.737692 0.046465 -0.559679 1.4 0.6 1.3
N 1.151465 -0.323952 1.333836 -1.9 -0.9 1.1
N -1.347700 2.216525 -3.099056 0.0 0.5 0.8
N -3.307224 0.609945 0.629484 -0.8 0.7 0.3
N -2.155478 1.589724 -0.958802 1.1 2.3 0.7
N -0.576300 3.355777 -1.311188 1.4 1.3 2.3
C 0.325503 -1.545212 1.543409 -3.1 0.3 0.2
C 2.376280 -2.994738 1.895155 -0.5 0.7 -1.5
C -1.336260 2.423730 -1.805575 -2.4 -3.8 -1.4
C 0.924114 -2.776435 2.304898 -1.0 -0.6 0.2
C 3.431102 -0.005925 2.081303 0.3 3.5 -3.6
C -2.210877 1.327570 -5.106560 0.4 0.7 -2.1
C -2.208544 1.323611 -3.657681 -1.7 -0.8 3.0
C -3.066924 0.573937 -2.837387 2.4 1.3 -1.9
C -2.487819 1.611495 0.403353 1.1 -1.0 0.9
C -0.471763 -1.924537 0.190578 2.4 -0.2 0.9
C -0.431464 1.406605 2.353267 -0.7 0.3 -0.1
C 2.526092 -0.537899 0.942971 1.0 1.6 0.8
C 0.597560 0.977609 1.325577 1.3 -2.3 0.9
C 2.807054 -2.009124 0.679151 0.1 -0.2 2.3
C -2.996331 0.658091 -1.449072 -0.4 0.0 -1.9
H 0.131554 3.071958 -0.619836 -0.5 0.3 0.0
H 2.958211 -2.872214 2.804637 0.6 0.4 -0.4
H 2.424341 -4.040676 1.643227 0.7 -0.3 -0.6
H 0.060244 1.964854 3.175754 0.1 -0.1 -0.7
H -1.197525 1.087637 -5.530420 -1.0 -0.3 0.4
H 4.403084 -0.380978 2.062887 1.8 -0.7 -0.6
H -1.332074 -2.524462 0.334466 -0.8 -0.8 0.7
H 0.260718 -3.779976 2.161774 1.3 2.7 0.0
H 3.860883 -2.151890 0.535971 0.6 0.1 -0.2
H -0.967409 0.628432 2.855512 -0.3 -0.6 0.0
H 0.169434 -2.478220 -0.524728 -0.2 0.5 0.2
H -0.483870 -1.151906 2.193782 0.2 -0.5 -0.3
H -2.351019 2.366282 -5.456580 0.0 -0.2 0.3
H 3.549377 1.143202 2.007519 -0.4 -1.7 0.2
H 3.127972 -0.228224 3.007162 -1.9 -0.9 3.5
H -0.846275 -1.020246 -0.224546 0.0 0.9 -0.6
H -0.262134 3.906283 -2.067790 0.8 0.7 -0.6
H 2.337010 -2.065787 -0.252524 -1.0 -1.7 -1.4
H 0.967099 -2.616956 3.411131 -0.6 0.2 -0.8
H -3.634333 -0.187240 -3.223806 -1.5 -1.5 -1.1
H 2.609220 0.129071 0.051104 0.8 -0.9 0.3
H -3.053859 0.796170 -5.554859 0.5 -0.5 0.1
```
Forces are in eV/Å.



[2]
Computed, not measured: one molecule with the formula C15H22O6, with ωB97M-V with the def2-TZVPD basis set.

Computed properties:
Lowest unoccupied orbital energy: 0.686 eV
Relative energy (zero: lowest compared OMol25 entry of this formula, charge and spin): 0.0 kcal/mol
Electronic energy: -1036.28497 Eh

XYZ file:
```
43
Properties=species:S:1:pos:R:3:forces:R:3
O 2.350255 -0.664896 -2.228609 0.0 -0.1 0.0
O -1.233870 1.932042 -1.627251 -0.1 0.1 -0.1
O 3.338260 1.648773 -0.352035 0.1 0.2 -0.4
O -2.268035 1.503614 0.310600 -0.2 -0.1 0.4
O 0.555085 -1.397612 -1.144662 -0.3 -0.6 -0.1
O 2.365069 0.648082 1.402898 0.1 0.0 0.1
C 2.347046 1.029440 0.259839 -0.4 -0.1 0.1
C -0.138858 0.554091 0.033060 0.0 0.2 0.0
C -0.382698 -0.978172 -0.146433 -0.6 0.3 0.7
C -1.919104 -2.853684 -0.812061 -0.2 0.1 0.2
C -0.213214 -3.229166 0.971914 -0.2 0.1 0.2
C -3.404031 2.262784 -0.121591 -0.4 0.2 -0.2
C 1.176725 0.817383 -0.685016 0.0 -0.2 0.0
C 4.560394 1.812277 0.376360 0.4 0.0 0.4
C 5.647224 2.199638 -0.607557 -0.4 -0.1 0.1
C 1.455237 -0.481469 -1.460132 0.5 0.8 -0.2
C -4.465858 2.189628 0.958320 0.4 -0.1 -0.2
C -1.256541 1.405680 -0.546482 0.4 -0.1 0.0
C -0.073382 -1.721399 1.159121 0.2 -0.2 -0.4
C -1.620421 -3.575028 0.497509 0.2 -0.1 -0.2
C -1.785751 -1.341817 -0.639593 0.3 -0.2 -0.2
H 4.794642 0.871299 0.885429 -0.1 0.2 -0.1
H -0.059450 0.777157 1.100071 0.0 -0.1 -0.1
H -2.929214 -3.089226 -1.152100 0.0 0.0 -0.1
H 0.938231 -1.468473 1.482055 0.0 0.1 0.1
H 1.123227 1.641395 -1.400194 0.0 -0.2 0.1
H 6.592032 2.311826 -0.083802 0.1 0.0 0.0
H -1.215355 -3.185137 -1.576501 0.0 -0.1 -0.1
H -2.347053 -3.274427 1.256516 -0.1 0.0 0.1
H 0.512083 -3.565771 0.229799 0.1 -0.1 0.0
H 0.004122 -3.732994 1.915041 0.1 0.0 0.0
H -4.767776 1.158471 1.120361 -0.1 -0.1 0.0
H 5.394324 3.137503 -1.094046 0.0 0.1 -0.1
H -2.512956 -0.985739 0.091910 0.0 0.0 0.0
H -1.973861 -0.844923 -1.593979 0.0 0.1 0.0
H 5.747037 1.430448 -1.368216 0.1 -0.1 -0.1
H -3.764020 1.846847 -1.068866 0.1 0.1 0.1
H -5.332725 2.769440 0.655937 -0.1 0.1 0.0
H 4.412094 2.587030 1.137243 0.0 -0.2 -0.1
H -1.710201 -4.652930 0.354108 -0.1 0.0 0.1
H -3.086556 3.295273 -0.302238 0.0 -0.2 0.0
H -4.078375 2.589102 1.891385 0.0 0.1 0.1
H -0.773785 -1.376359 1.921888 0.0 0.1 0.0
```
Forces are in eV/Å.



[3]
Computed, not measured: C15H23Al3B2BrClF5NO21P2S2V as an isolated structure at a distorted geometry, with ωB97M-V with the def2-TZVPD basis set.

Computed properties:
Net charge: +1
Lowest unoccupied orbital energy: -9.160 eV
Electronic energy: -8953.41718 Eh

XYZ file:
```
77
Properties=species:S:1:pos:R:3:forces:R:3
Br -3.495807 -5.085299 -3.346712 0.5 -1.1 0.6
V -4.582816 0.377131 4.600419 0.3 0.4 1.9
Cl 3.697336 -3.619228 4.502755 -1.9 0.7 -2.3
S 2.368985 -3.299875 2.664006 2.1 -2.0 2.0
S 0.620198 -1.496920 -0.224529 0.3 -0.8 -0.3
P 1.351895 5.023862 -1.006080 3.9 3.3 -1.2
P 0.591568 -2.486792 3.240840 -0.7 1.1 0.3
Al 2.659622 -0.908971 2.236468 2.9 1.5 -1.2
Al -0.800996 -2.565263 1.288745 -1.7 -1.4 -0.4
Al -5.256433 1.260821 0.861011 -0.8 0.3 -0.4
F 4.777396 -5.990541 0.348413 0.0 0.0 0.0
F 3.137806 -7.454154 0.991714 -0.1 -0.1 0.1
F 3.451948 -7.000738 -1.239312 -0.1 0.0 -0.2
F 2.567275 -5.404570 0.143111 -0.3 0.6 0.1
F 0.266006 0.017234 -0.427534 0.0 0.4 0.1
O 1.716762 6.424040 -0.351752 0.0 0.2 -0.1
O 5.513310 -1.683308 0.004610 -0.1 0.1 0.0
O 2.141866 4.634442 -2.190505 -0.6 -0.9 -0.1
O 1.970265 4.174495 0.228877 -2.3 -0.9 0.2
O -1.661865 7.880179 3.487688 0.0 0.1 0.1
O -3.716226 1.871478 1.729705 0.0 0.6 0.6
O -2.489476 4.824854 0.375571 -0.2 -0.7 0.5
O -3.656517 3.271219 -0.768703 -0.3 -0.5 0.2
O -2.578680 6.097379 2.445750 0.0 -0.4 0.0
O -0.599697 4.990021 1.894142 -0.4 -0.5 -0.1
O -5.764686 1.481505 4.418093 -0.1 -0.2 -1.1
O -3.408817 -0.790366 4.512271 0.0 -0.2 -1.0
O 5.165452 -3.650445 -0.704704 0.1 0.1 0.0
O 0.081402 -3.282867 4.481545 -0.1 0.1 0.3
O 1.948378 -1.475421 0.416832 0.1 0.3 0.4
O 0.798628 -0.899589 3.697379 -0.5 -1.5 -0.1
O 0.857039 6.466019 2.783358 0.0 0.0 0.1
O 5.085318 -3.255834 1.386060 -0.2 0.2 0.2
O -2.566009 3.641752 2.456486 -0.1 -0.3 0.1
O 0.617252 -2.094579 -1.511458 -0.3 0.1 -0.4
O -0.047827 5.586549 -1.512743 -1.1 -1.8 1.2
N 5.260538 -2.866363 0.231350 -0.1 -0.2 0.0
C -2.776730 -0.577543 0.707174 0.7 -0.7 0.2
C -0.249164 6.121275 2.543896 0.2 0.1 0.0
C -3.144130 3.717313 0.223128 0.0 0.3 -0.5
C 1.804069 2.756736 0.232426 0.3 0.0 0.0
C -3.169260 2.989606 1.574385 0.2 0.1 -0.1
C 0.298896 -6.064397 -5.420196 0.2 0.1 -0.1
C -0.822322 4.756385 -2.398814 -0.1 0.2 -0.1
C 0.930886 -5.111269 -4.568578 -0.1 -0.2 0.0
C -1.558059 6.854576 2.909216 0.0 0.0 0.0
C 3.086716 6.735907 -0.080518 0.1 0.0 0.2
C 0.209341 -4.122650 -3.922782 0.2 0.0 0.0
C -2.646264 -1.921987 1.452938 0.0 1.2 -0.1
C -1.810613 -5.024637 -4.952858 -0.5 0.2 1.3
C -1.155085 -4.056984 -4.091329 0.1 0.1 -0.6
C -1.041679 -6.030765 -5.612015 -0.3 -0.8 0.8
B -2.035798 4.934072 1.801436 0.9 1.6 0.0
B 3.489170 -6.486700 0.057296 0.2 -0.1 0.0
H -2.450706 -0.724881 -0.320496 -0.4 0.3 -0.4
H -2.077556 0.140006 1.123022 -0.2 0.4 0.1
H 3.200402 7.811926 -0.179539 -0.1 0.0 0.0
H -0.829764 3.717275 -2.073652 0.0 -0.1 0.0
H -1.720477 -3.289971 -3.590502 0.0 0.2 -0.2
H -0.415176 4.824534 -3.405696 0.1 -0.1 0.0
H 0.895185 -6.815956 -5.918659 0.1 0.1 -0.1
H -2.891088 -5.018933 -5.154007 0.3 1.3 -1.8
H 2.449364 2.298876 -0.520198 -0.1 0.0 -0.1
H 0.866054 -0.294987 2.898731 -0.7 0.0 0.9
H 2.095763 2.398753 1.220155 0.0 0.1 0.0
H 0.764323 2.477995 0.048050 0.0 0.0 0.0
H 0.715929 -3.413010 -3.288790 0.0 0.0 0.1
H -1.839467 5.137226 -2.389086 0.0 0.0 0.1
H -0.845625 -3.562877 4.417194 -0.1 0.0 0.3
H -1.526235 -6.744821 -6.262043 -0.1 0.0 0.0
H -3.329039 -2.619803 0.976647 0.1 -0.5 0.1
H -2.951416 -1.784917 2.488188 -0.1 -0.1 0.2
H 3.338671 6.444319 0.938412 0.0 0.0 0.0
H -3.796840 -0.158702 0.744841 0.6 -0.6 -0.3
H 2.003644 -5.161416 -4.427100 0.0 -0.1 0.0
H 3.753175 6.237683 -0.784022 -0.1 0.0 -0.1
H -0.839484 -4.079111 0.860579 0.6 0.0 0.0
```
Forces are in eV/Å.



[4]
Computed, not measured: a 2-piece molecular cluster, C15H23BF6N2O8P overall at a distorted geometry, with ωB97M-V with the def2-TZVPD basis set.

Computed properties:
Net charge: +1
Lowest unoccupied orbital energy: -5.664 eV
Electronic energy: -2261.61283 Eh

XYZ file:
```
56
Properties=species:S:1:pos:R:3:forces:R:3
P 1.922162 -0.313538 4.713709 -0.9 -0.4 4.9
F -0.014364 -5.129866 3.422289 1.4 4.1 -2.8
F 0.155062 -2.750370 3.434320 1.4 -3.3 -2.7
F 2.510409 -5.212184 3.277694 -1.5 3.7 -3.4
F -0.009408 -3.119340 0.138891 -1.2 -2.3 3.7
F -0.689938 -5.350053 0.694373 0.9 4.6 2.1
F 2.209861 -4.875734 0.934900 -0.9 2.6 4.2
O -2.685565 -3.698447 2.807264 4.9 1.3 -8.1
O -1.271171 3.200453 3.072399 1.2 -3.5 -2.0
O -0.812668 0.712700 2.804951 0.4 2.4 -2.4
O 4.248017 -3.080390 2.805622 -8.8 1.5 -3.0
O -2.916254 -2.783101 0.580590 2.8 -0.6 2.5
O 2.715415 1.075122 5.481927 0.7 -2.7 -4.0
O 2.774711 -1.700615 5.424172 -1.1 1.7 -2.7
O 2.146241 1.543179 -0.730440 -1.3 -2.6 3.7
N 2.136647 -0.273633 2.935394 2.7 -0.4 -9.3
N 2.661663 -0.828993 0.509417 -1.6 2.5 3.5
C 1.344103 2.352401 2.591452 0.0 -1.0 -0.7
C -1.256730 0.863091 -4.122705 0.0 0.0 -0.2
C 2.019512 -4.202424 2.267607 1.3 -2.8 0.3
C -2.193768 1.059497 -2.929172 0.0 -0.2 -0.2
C 2.580639 -1.342694 1.949868 -0.3 1.9 -1.2
C 1.902165 0.912973 1.995053 0.9 0.3 -1.8
C -1.486198 1.582662 -1.688820 -0.1 0.2 0.3
C -0.578212 2.136867 -4.640508 0.0 0.0 0.1
C 0.435543 -3.943206 2.602340 -2.1 -2.2 1.7
C -2.101789 -3.470778 1.606900 -5.3 0.4 5.5
C 2.237023 0.621624 0.416905 -0.7 -1.1 5.8
C -1.527744 3.257822 -5.067630 0.1 0.0 0.0
C -2.430050 2.869881 -6.228918 -0.2 0.1 -0.1
C -0.544206 -3.955973 1.257745 -1.4 -1.0 -2.7
C 2.978801 -2.876778 2.368365 7.4 -0.6 1.9
B -0.289155 2.121437 2.848711 -2.6 0.0 0.4
H 2.346239 -2.549843 5.105411 0.5 1.3 0.7
H -1.837443 2.578587 -7.102891 -0.1 0.0 0.1
H -0.929221 4.125220 -5.367713 0.0 -0.1 0.1
H 0.057583 1.866167 -5.493170 -0.1 0.0 0.1
H -1.819692 0.392397 -4.937510 0.1 0.1 0.1
H 0.100163 2.525921 -3.873014 0.0 0.0 0.0
H -3.017082 1.732372 -3.193801 0.1 0.0 0.0
H -2.195284 1.667960 -0.858969 0.1 0.0 0.0
H -2.141060 3.586804 -4.220707 0.1 0.0 0.0
H 1.922150 2.708386 3.544544 -1.0 -0.7 -1.9
H -1.139032 0.514253 1.859313 0.7 0.4 2.2
H 2.959273 -1.331829 -0.358192 -0.3 0.0 1.4
H 3.452806 1.324902 4.836843 -0.8 -0.1 1.6
H 1.439830 3.158852 1.748369 0.1 -1.5 1.6
H -3.060873 3.718065 -6.515625 0.1 -0.2 0.0
H -0.685901 0.902333 -1.380753 0.1 -0.1 0.0
H -0.475011 0.144264 -3.844820 -0.1 0.0 0.0
H -3.092737 2.039537 -5.967566 0.1 0.1 -0.1
H -1.053553 2.572776 -1.857093 0.0 0.0 0.0
H -2.151942 2.861491 2.680097 1.8 0.8 1.4
H -2.653794 0.093989 -2.685775 0.0 0.1 -0.1
H -3.415262 -1.995162 0.980804 0.9 -2.0 -0.2
H 1.219092 1.960962 -0.632451 1.8 -0.9 -0.4
```
Forces are in eV/Å.